Entry 1:
C36H64N4O7 | ωB97M-V/def2-TZVPD

## Properties
Molecular weight = 664.93 u
LUMO = 0.49 eV

Cartesian coordinates (Å):
C -1.32729 6.72359 2.96781
C -2.77862 6.19884 2.92578
C -2.54324 4.69287 3.00032
O -1.37187 4.52109 3.76918
C -0.64848 5.72398 3.87583
H -1.14172 7.63175 3.54133
H -0.85913 6.63177 1.98776
H -3.32804 6.59308 2.07090
H -3.32651 6.51799 3.81238
H -2.39504 4.26824 2.00744
H -3.46091 4.28952 3.42845
H 0.39463 5.68405 3.56210
H -0.79808 6.02453 4.91284
C -5.25113 0.24451 -1.86348
C -3.84615 -0.45837 -2.00041
C -4.03321 -1.96205 -2.10326
O -5.28179 -2.13430 -1.28364
C -6.12500 -1.03421 -1.66147
H -5.70347 0.82411 -2.66819
H -5.34442 0.88248 -0.98462
H -3.26821 -0.29334 -1.09109
H -3.17480 -0.03022 -2.74477
H -3.31540 -2.49474 -1.47948
H -4.15746 -2.39766 -3.09468
H -6.78813 -0.81635 -0.82427
H -6.72203 -1.33912 -2.52093
C 1.19939 0.68493 -6.23561
C 0.09190 -0.36861 -6.41183
C -0.55434 -0.48277 -5.05360
O 0.50960 -0.10689 -4.19671
C 1.29659 0.96179 -4.77557
H 0.97147 1.58202 -6.81128
H 2.12459 0.24292 -6.60540
H 0.53728 -1.34719 -6.59103
H -0.71670 -0.13367 -7.10397
H -0.92863 -1.48215 -4.83171
H -1.33926 0.27022 -4.98288
H 2.35597 0.93112 -4.52089
H 0.82590 1.92353 -4.57158
C -0.23154 1.99542 6.53372
C 1.10309 2.46520 6.91625
C 1.87163 2.37836 5.61652
O 1.08252 1.46846 4.83989
C 0.16786 0.81133 5.67674
H -0.69530 2.85965 6.05819
H -0.93342 1.65694 7.29588
H 1.48913 1.77904 7.67006
H 1.03906 3.46583 7.34374
H 2.85178 1.91245 5.71814
H 1.91084 3.37128 5.16855
H 0.69565 0.00910 6.19246
H -0.58094 0.43862 4.97782
C 3.37708 -4.09395 2.80103
C 2.45193 -3.69467 3.97939
C 1.64878 -4.96353 4.21229
O 1.56044 -5.56330 2.94558
C 2.53269 -5.03997 2.02217
H 4.27143 -4.50793 3.26670
H 3.65966 -3.25809 2.16104
H 1.79046 -2.85422 3.76914
H 2.90680 -3.48197 4.94683
H 0.62754 -4.77034 4.54068
H 2.19156 -5.66262 4.84850
H 2.06566 -4.45345 1.23099
H 3.04767 -5.90761 1.60973
C 3.11249 -2.06875 -2.51003
C 3.12956 -3.59840 -2.35479
O 3.62354 -4.10883 -1.34547
N 2.46848 -4.43407 -3.18564
C 1.71518 -4.11402 -4.38858
H 3.09402 -1.60801 -1.52236
H 2.35792 -1.61312 -3.15121
H 4.11696 -1.82180 -2.85375
H 2.31248 -5.36323 -2.82173
H 0.66731 -3.93565 -4.14724
H 1.80820 -4.91310 -5.12405
H 2.01529 -3.24756 -4.97790
C -0.68694 -7.37829 -1.20848
C -0.97743 -5.95030 -0.84192
O -1.93727 -5.69022 -0.16409
N -0.26658 -4.96406 -1.39353
C -0.56867 -3.54247 -1.31510
H -1.15651 -8.08988 -0.52932
H 0.39308 -7.52539 -1.21156
H -1.04438 -7.55140 -2.22355
H 0.54468 -5.22446 -1.93589
H -1.08173 -3.32624 -2.25218
H 0.30814 -2.90141 -1.40642
H -1.18286 -3.24853 -0.46394
N 2.67299 5.00323 -1.96741
C 2.55259 6.27014 -2.43284
C 1.37351 7.07169 -2.42760
C 0.27572 6.49236 -1.88515
C 0.31056 5.17291 -1.31631
C 1.59033 4.50888 -1.28899
H 3.40813 6.52538 -3.04055
H 1.53891 8.02586 -2.90572
H -0.67813 6.95166 -2.09875
H -0.65866 4.72425 -1.15596
H 1.74071 3.59467 -0.73400
N -0.49551 1.56118 -0.58995
C -0.32261 2.18543 0.58661
C 0.21902 1.52807 1.66621
C 0.65355 0.18053 1.58147
C 0.47397 -0.43643 0.36206
C -0.15982 0.20166 -0.69758
H -0.73919 3.16589 0.76427
H 0.35814 2.08898 2.57859
H 0.94795 -0.32380 2.48997
H 0.81130 -1.45782 0.26521
H -0.31875 -0.34282 -1.61664

Entry 2:
C3H11N4O | ωB97M-V/def2-TZVPD

## Properties
Molecular weight = 119.15 u
LUMO = -2.96 eV
Net charge = +1
Energy relative to the best compared isomer or geometry (same formula, charge and spin) = 124.49 kcal/mol

Cartesian coordinates (Å):
C -1.63900 -0.12760 -0.00300
C 1.15237 0.86013 -1.14555
C 1.20716 0.58601 1.30929
N -0.49748 -0.70978 -0.00137
N -2.71249 -0.91479 0.12517
N 1.70812 -1.31602 -0.18431
N 0.81421 -0.24728 0.07384
O -1.89184 1.15434 -0.03033
H 2.18570 0.81310 -1.28951
H 0.57700 0.53979 -2.06595
H 1.08666 1.90593 -0.73024
H 0.65514 0.10813 2.08340
H 2.32339 0.60184 1.48083
H 0.79083 1.59437 1.15532
H -2.43440 -1.93568 0.31082
H -3.61733 -0.68785 -0.11848
H 1.30474 -2.06212 0.23269
H 1.89976 -1.58780 -1.19644
H -2.91254 1.42527 -0.00617

Entry 3:
CH8N3O | ωB97M-V/def2-TZVPD

## Properties
Molecular weight = 78.09 u
LUMO = -4.24 eV
Net charge = +1
Energy relative to the best compared isomer or geometry (same formula, charge and spin) = 49.63 kcal/mol

Cartesian coordinates (Å):
N -1.02527 -0.27723 -0.35365
C -0.32545 0.11318 0.71915
N -0.86396 -0.04192 1.92659
N 0.73259 1.07735 0.53198
H -1.98832 -0.55759 -0.20968
H -0.70778 0.00078 -1.33896
H -0.54268 0.63550 2.66116
H -0.90534 -0.99240 2.10260
H 1.37265 0.98696 1.41018
H 0.10986 1.88180 0.43674
H 1.84721 -1.39494 -2.09038
H 1.64147 -0.23002 -3.08628
O 1.15276 -0.78956 -2.36684

Entry 4:
C14H19N4O10P | ωB97M-V/def2-TZVPD

## Properties
Molecular weight = 434.30 u
LUMO = -1.55 eV

Cartesian coordinates (Å):
O -0.76657 -2.74509 -2.59018
O 2.71083 0.19623 5.32703
O -0.74374 -1.90485 1.75033
O 0.17054 1.84378 4.56872
O -0.81533 3.09048 -6.67187
O 1.24644 -2.40730 -5.31239
O -1.86035 4.02672 -5.00262
O -0.03268 -1.30399 -1.00937
O -1.16410 -3.20894 -5.35775
O -0.20270 -1.73868 -7.12210
C -0.46479 -1.61399 -2.25900
C 3.02208 0.79188 4.30451
C -0.31665 -2.00247 2.88818
C -0.11007 1.00829 3.71270
C -1.01497 0.76492 -2.60655
C -1.23002 1.91369 -3.36402
C -0.80743 0.65587 -5.36690
C -0.69317 -0.47230 -3.19363
C -1.11595 1.88844 -4.76203
C -0.61055 -0.51983 -4.61571
N -1.00212 -2.66591 3.78787
N -1.37519 0.79019 3.32721
N 2.34259 0.72397 3.15617
N -1.27366 3.07023 -5.52405
C 4.27375 1.63645 4.28143
C -2.53455 1.47590 3.89339
C 0.96783 -1.32110 3.31425
C 0.98344 0.18771 2.98491
P -0.14575 -2.01398 -5.57554
H -0.10705 -2.11514 -0.47498
H -2.02168 -2.82165 -5.55037
H 0.38335 -2.45672 -7.40475
H -1.09597 0.84395 -1.52545
H -1.46216 2.84059 -2.84474
H -0.70218 0.61946 -6.45229
H -0.66427 -2.72771 4.73264
H -1.84157 -3.12261 3.47907
H -1.53722 0.08826 2.61666
H 2.72891 1.23535 2.38212
H 3.99372 2.67407 4.11097
H 4.93657 1.28939 3.49155
H 4.77260 1.54980 5.24584
H -3.45079 1.13694 3.40802
H -2.42783 2.55370 3.75503
H -2.59561 1.26886 4.96363
H 1.10848 -1.46354 4.38491
H 1.79078 -1.81318 2.79776
H 0.75476 0.27383 1.92138

Entry 5:
C24H29N2 | ωB97M-V/def2-TZVPD

## Properties
Molecular weight = 345.51 u
LUMO = -4.36 eV
Net charge = +1
Energy relative to the best compared isomer or geometry (same formula, charge and spin) = 14.49 kcal/mol

Cartesian coordinates (Å):
C -5.07395 -1.24883 -2.19264
C -4.41975 -0.09713 -1.44466
C -2.93093 0.05547 -1.75614
N -2.18198 -1.19433 -1.63611
C -0.83530 -1.11066 -1.51880
C -0.01656 0.01046 -1.29341
C 1.39914 -0.32971 -1.64429
C 1.44126 -1.87485 -1.50454
C -0.01497 -2.36879 -1.65305
C -2.79544 -2.40529 -2.21685
C -4.29631 -2.53549 -1.95268
H -6.09737 -1.37433 -1.83255
H -5.12813 -1.02873 -3.26458
H -4.90217 0.85145 -1.68689
H -4.53542 -0.25873 -0.36627
H -2.81606 0.45863 -2.78121
H -2.49795 0.79136 -1.06426
H -0.38087 1.02117 -1.48436
H 1.53237 -0.04270 -2.70753
H 2.19561 0.15868 -1.06977
H 2.11856 -2.33018 -2.23947
H 1.79397 -2.14993 -0.49812
H -0.26080 -3.10366 -0.86674
H -0.18837 -2.85481 -2.63299
H -2.62229 -2.42417 -3.30920
H -2.30202 -3.29838 -1.80789
H -4.44509 -2.85362 -0.91251
H -4.68398 -3.33889 -2.58571
C 4.10349 1.56699 3.07044
N 2.87378 1.34410 2.29239
C 2.45731 2.36812 1.45955
C 3.15007 3.58536 1.44662
C 2.66834 4.66531 0.71412
C 1.45542 4.55656 0.00933
C 0.74952 3.36186 0.00480
C 1.25458 2.22199 0.68173
C 0.54889 0.98675 0.68983
C 0.95953 -0.01136 1.60961
C 2.15795 0.16116 2.38989
C 2.53294 -0.84583 3.29219
C 1.75505 -1.98559 3.44780
C 0.55145 -2.13116 2.73633
C 0.15122 -1.14820 1.84859
H 4.36474 0.68632 3.65237
H 4.93556 1.77582 2.38399
H 3.99848 2.41654 3.76326
H 4.07738 3.69173 2.01014
H 3.24579 5.59292 0.68584
H 1.07063 5.41802 -0.53663
H -0.22754 3.29801 -0.47588
H -0.53230 1.05097 0.49645
H 3.44269 -0.76036 3.88422
H 2.09272 -2.77169 4.12671
H -0.07032 -3.01416 2.88003
H -0.82254 -1.20414 1.35949

Entry 6:
C11H13N7O4V | ωB97M-V/def2-TZVPD

## Properties
2S+1 = 2
Molecular weight = 358.21 u
LUMO (spin up / spin down) = -0.23 / 0.06 eV
Energy relative to the best compared isomer or geometry (same formula, charge and spin) = 0.00 kcal/mol

Cartesian coordinates (Å):
V 1.32701 -0.28902 0.28270
N 4.81778 -0.00159 -0.35625
N 4.87248 0.55130 0.92981
C 3.86230 0.30853 1.81414
N 3.82784 1.02938 2.93644
N 3.02930 -0.67480 1.53296
N 1.78405 -0.65537 2.16286
O 1.50014 0.03827 3.20408
O 1.01927 -1.64317 1.71402
H 5.75867 -0.16994 -0.67955
H 4.32324 0.61509 -0.99284
H 5.35888 1.42632 1.04603
H 4.35526 1.88126 3.00449
H 2.94781 0.93165 3.44669
O 1.49587 1.78180 0.80808
C 1.83758 1.97391 -0.38292
O 1.97066 0.99236 -1.18533
H 2.03893 2.98774 -0.74343
N 1.73895 -2.02881 -0.87025
H 1.21986 -2.78763 -0.44447
H 2.73270 -2.22551 -0.78061
H 1.49092 -1.95974 -1.84991
N -8.44254 -0.11508 -1.75866
C -7.31152 -0.12468 -1.55157
C -5.89509 -0.13531 -1.29454
C -5.05468 -0.95957 -2.04125
C -3.69713 -0.96868 -1.78879
C -3.14863 -0.15730 -0.78869
C -4.00022 0.66824 -0.05071
C -5.35967 0.67881 -0.29890
C -1.74035 -0.18368 -0.53080
C -0.54292 -0.20746 -0.31196
H -5.47528 -1.58967 -2.81343
H -3.03930 -1.60417 -2.36566
H -3.58406 1.30070 0.72160
H -6.01811 1.31582 0.27665

Entry 7:
C6H10 | ωB97M-V/def2-TZVPD

## Properties
Molecular weight = 82.15 u
LUMO = 1.25 eV
Energy relative to the best compared isomer or geometry (same formula, charge and spin) = 44.63 kcal/mol

Cartesian coordinates (Å):
C 1.69743 0.65738 0.51272
C 0.78781 -0.04399 -0.47784
C 0.01163 -1.31715 -0.02750
C -1.33929 -0.68993 -0.34636
C -1.54838 0.57664 0.43769
C -0.73834 0.56297 -0.73829
H 2.55404 0.02227 0.77389
H 2.08989 1.59569 0.10357
H 1.17164 0.89445 1.44467
H 1.32170 -0.23686 -1.41475
H 0.24085 -2.18248 -0.65572
H 0.14940 -1.60838 1.02145
H -2.16953 -1.20914 -0.80012
H -1.10056 0.71387 1.41566
H -2.52767 1.03051 0.34465
H -0.60062 1.23415 -1.59371

Entry 8:
C37H64BN2O21S5 | ωB97M-V/def2-TZVPD

## Properties
Molecular weight = 1044.06 u
LUMO = 1.43 eV
Net charge = -1

Cartesian coordinates (Å):
O 0.63950 2.59583 2.01137
C 0.58535 1.56445 1.29499
O 0.25618 1.52085 0.05236
B 0.27241 0.18261 -0.52786
O 0.86601 -0.59869 0.61949
C 1.01487 0.17936 1.70370
O 1.54179 -0.06593 2.78824
O 1.13250 0.20331 -1.74980
C 0.52972 -0.43349 -2.70138
O 1.01876 -0.62208 -3.82819
C -0.88202 -0.75163 -2.23328
O -0.97426 -0.42417 -0.95817
O -1.72136 -1.29104 -2.94182
C -0.57892 -2.93989 -5.53502
C -0.18206 -4.26710 -4.98788
O -0.89147 -5.25702 -5.00643
C 1.13016 -4.24358 -4.28127
H 0.18873 -2.17828 -5.39806
H -1.49478 -2.59247 -5.05689
H -0.74934 -3.01793 -6.60878
H 1.51961 -5.26076 -4.32329
H 0.86817 -4.00955 -3.24943
H 1.81339 -3.46464 -4.61973
C 4.21551 1.65697 -4.20945
C 5.26085 0.91511 -3.49016
O 5.77235 1.34768 -2.47091
C 5.41867 -0.52499 -3.96737
H 4.19193 1.52501 -5.29117
H 4.29403 2.72899 -4.02859
H 3.19577 1.35230 -3.97410
H 5.03104 -1.31383 -3.32273
H 6.41569 -0.81728 -4.29694
H 4.77349 -0.69406 -4.82949
C 0.48192 1.89937 5.77163
C 1.42026 2.13482 6.93727
O 2.48605 1.50449 7.02943
C 1.07282 3.28316 7.92877
H 0.76432 2.69834 5.08606
H -0.57825 1.91414 6.02445
H 0.58296 0.95135 5.24328
H 0.04495 3.15361 8.26761
H 1.05703 4.28361 7.49638
H 1.80332 3.26003 8.73743
C 3.36680 3.63315 3.45944
C 4.32809 3.17680 2.53494
N 5.11497 2.78012 1.75287
H 2.53881 2.92857 3.53757
H 2.94444 4.63336 3.36308
H 3.80309 3.71501 4.45496
C 2.49985 -3.19833 2.87782
C 1.11277 -3.61962 2.83394
N -0.02492 -3.94843 2.77717
H 3.20298 -3.80501 2.30715
H 2.83419 -3.30951 3.90930
H 2.57649 -2.18431 2.48540
C 2.01006 4.55972 -0.38796
C 2.53275 3.61676 -1.47835
C 1.78001 3.83366 -2.77784
S 0.54949 5.14894 -2.48985
O -0.72056 4.73173 -3.08074
O 1.10231 6.47402 -2.82962
C 0.53613 4.92898 -0.66852
H 2.73403 5.36923 -0.48108
H 2.10632 4.12081 0.60511
H 2.37986 2.58132 -1.17407
H 3.59862 3.46387 -1.64755
H 1.10232 2.98416 -2.86260
H 2.24728 4.02931 -3.74297
H -0.05521 4.03548 -0.46837
H 0.06632 5.80586 -0.22302
C -4.19749 -2.67664 -0.42513
C -3.56467 -2.24776 0.88475
C -4.24395 -3.03303 2.01361
S -6.00103 -3.04355 1.39323
O -6.74978 -2.00411 2.05570
O -6.49219 -4.41706 1.28735
C -5.65705 -2.48110 -0.30300
H -3.99743 -3.74403 -0.51878
H -3.71133 -2.28390 -1.31816
H -3.61604 -1.19504 1.16267
H -2.50841 -2.51383 0.92493
H -4.13456 -2.72675 3.05396
H -3.90039 -4.06650 2.05857
H -5.97323 -1.43802 -0.31452
H -6.35033 -3.04994 -0.92257
C -3.06943 3.73276 0.04171
C -2.56986 2.35869 -0.48165
C -3.77246 1.71701 -1.16269
S -5.20058 2.09567 -0.09916
O -5.39419 1.07616 0.93074
O -6.31924 2.54854 -0.98895
C -4.37765 3.56077 0.75921
H -3.24781 4.39403 -0.80623
H -2.33798 4.22371 0.68362
H -2.28155 1.74310 0.37043
H -1.66866 2.48389 -1.08186
H -3.70730 0.63937 -1.31281
H -4.00419 2.27434 -2.07032
H -4.22150 3.21202 1.78003
H -4.93946 4.49428 0.72726
C 5.34939 0.73914 5.31784
C 4.08728 -0.13739 4.88212
C 3.94161 -1.24482 5.92087
S 5.63040 -1.77044 6.35471
O 5.97021 -2.95069 5.61318
O 5.72425 -1.74881 7.82014
C 6.49160 -0.31224 5.61649
H 5.14281 1.44973 6.11814
H 5.61177 1.35995 4.46120
H 4.29836 -0.65829 3.94819
H 3.19306 0.48275 4.81973
H 3.19521 -2.03753 5.86985
H 3.72404 -0.82896 6.90465
H 7.08517 -0.60642 4.75091
H 7.14074 -0.02923 6.44513
C -4.05260 -3.69358 -4.03703
C -4.99194 -4.68519 -4.73484
C -4.81527 -4.54485 -6.20500
S -4.45900 -2.74083 -6.51596
O -5.62567 -2.06197 -7.07402
O -3.15414 -2.65779 -7.17945
C -4.28656 -2.30676 -4.73573
H -3.00593 -3.99300 -4.09108
H -4.39158 -3.68638 -3.00110
H -6.04495 -4.58721 -4.47088
H -4.86315 -5.70653 -4.37653
H -5.72246 -4.70798 -6.78681
H -3.98721 -5.12126 -6.61750
H -5.27130 -1.92259 -4.46963
H -3.57883 -1.49658 -4.56013